Entry from OMol25: a structure of composition C22H17ClN5O5S3Se4Ta in a non-equilibrium geometry (ωB97M-V/def2-TZVPD).

XYZ file:
```
58
C22H17ClN5O5S3Se4Ta (ωB97M-V/def2-TZVPD)
Ta 0.68 -0.64 -0.37
O -3.03 1.49 4.23
C -2.52 2.67 3.90
O -3.04 3.70 4.25
C -1.26 2.67 3.11
C -0.40 3.74 3.01
N 0.59 3.36 2.18
N 0.43 2.13 1.71
C -0.68 1.69 2.26
C -1.16 0.33 1.93
O -1.76 -0.34 2.75
O -0.88 -0.11 0.71
H -2.54 0.73 3.84
H -0.45 4.70 3.49
H 1.42 3.87 1.92
S 2.02 -2.13 -1.86
C 1.30 -1.94 -3.42
C 1.81 -2.78 -4.45
N 2.20 -3.50 -5.25
C 0.28 -1.07 -3.68
S -0.44 -0.04 -2.47
C -0.29 -0.97 -4.98
N -0.79 -0.88 -6.01
Se 2.03 -1.52 1.61
Se 3.05 0.38 2.51
Se 3.96 1.32 0.57
Se 2.14 1.23 -0.90
C -6.70 -0.98 -0.54
C -5.32 -1.46 -0.16
C -4.31 -1.54 -1.11
C -3.03 -1.95 -0.74
C -2.78 -2.27 0.57
C -3.77 -2.20 1.54
C -5.04 -1.80 1.16
S -1.11 -2.63 1.13
C -1.32 -4.42 1.23
O -0.23 -2.51 -0.13
H -6.92 -1.19 -1.59
H -6.77 0.10 -0.38
H -7.46 -1.46 0.08
H -4.51 -1.28 -2.14
H -2.25 -2.02 -1.49
H -3.55 -2.42 2.57
H -5.82 -1.73 1.91
H -1.68 -4.78 0.27
H -2.04 -4.64 2.02
H -0.35 -4.86 1.46
Cl -4.72 3.16 -1.31
C -3.02 3.43 -1.31
C -2.49 4.63 -1.74
C -1.11 4.78 -1.72
C -0.33 3.73 -1.27
N -0.84 2.57 -0.87
C -2.16 2.43 -0.88
H -3.14 5.43 -2.09
H -0.65 5.70 -2.05
H 0.75 3.80 -1.24
H -2.57 1.48 -0.54
```

Results
- frontier orbital gap (eV) = 5.91
- HOMO (eV) = -8.025
- calculated total energy (eV) = -348745.710
- multiplicity = 1
- M (g/mol) = 1059.850

---

Entry from OMol25: a cluster of 2 separate species, C2H7NO2S2 in total in a non-equilibrium geometry (ωB97M-V/def2-TZVPD).

XYZ file:
```
14
C2H7NO2S2 (ωB97M-V/def2-TZVPD)
C -0.32 -0.28 1.80
C -0.62 -0.07 -2.11
N 0.63 -0.40 -2.00
O 0.11 1.96 0.47
O -1.30 0.71 -1.41
S 0.28 -1.70 2.72
S 1.10 0.76 0.97
H -0.72 -0.64 0.86
H -1.02 0.49 2.27
H -1.13 -0.74 -2.90
H 1.23 -0.59 -2.82
H 1.18 0.12 -1.30
H -0.35 1.58 -0.34
H 0.92 -1.21 3.79
```

Results
- SMILES = NC=O.OSCS
- frontier orbital gap (eV) = 9.34
- HOMO (eV) = -8.764
- calculated total energy (eV) = -29442.101
- multiplicity = 1
- M (g/mol) = 141.217

---

Entry from OMol25: a structure of composition C12H14F5IN2OPbTe in a non-equilibrium geometry (ωB97M-V/def2-TZVPD).

XYZ file:
```
37
C12H14F5IN2OPbTe (ωB97M-V/def2-TZVPD)
C 1.29 4.02 2.16
C 3.53 0.65 -0.78
H 0.97 4.91 2.72
H 2.38 4.08 2.02
H 0.96 3.14 2.73
H 2.90 0.56 -1.68
H 4.48 1.13 -1.06
H 3.71 -0.34 -0.36
C -2.38 1.51 -0.79
C -3.71 1.27 -1.17
C -4.02 0.05 -1.77
C -3.01 -0.90 -1.92
H -2.09 2.44 -0.30
H -4.46 2.05 -0.99
H -5.04 -0.17 -2.10
H -3.17 -1.90 -2.32
N -1.41 0.64 -1.01
C -1.70 -0.57 -1.50
C -0.59 -1.54 -1.48
N 0.51 -1.12 -0.87
C 1.46 -2.00 -0.55
C 0.36 -3.75 -1.79
C 1.46 -3.32 -1.04
H 2.25 -1.63 0.10
H 2.32 -3.95 -0.81
C -0.69 -2.85 -2.00
H -1.59 -3.12 -2.56
H 0.32 -4.76 -2.18
Pb 2.51 1.96 0.62
I 0.17 4.23 0.32
F -1.13 -0.36 4.02
Te 0.37 -0.12 2.88
F 0.77 1.46 3.90
F -0.75 0.99 1.80
F 1.39 -1.18 4.06
F -0.21 -1.65 1.92
O 1.84 0.15 1.79
```

Results
- frontier orbital gap (eV) = 7.20
- HOMO (eV) = -8.303
- calculated total energy (eV) = -51926.435
- multiplicity = 1
- M (g/mol) = 758.951

---

Entry from OMol25: a structure of composition C51H43N5O12SW in a non-equilibrium geometry (ωB97M-V/def2-TZVPD).

XYZ file:
```
113
C51H43N5O12SW (ωB97M-V/def2-TZVPD)
W -0.48 -1.09 0.02
C 7.77 9.01 -4.83
O 8.02 7.61 -4.92
C 7.09 6.78 -4.38
C 7.35 5.42 -4.51
C 6.47 4.49 -3.99
C 5.31 4.89 -3.33
C 5.07 6.26 -3.20
C 5.95 7.20 -3.71
C 4.36 3.94 -2.75
N 3.25 4.27 -2.12
C 2.68 3.08 -1.74
C 3.44 2.02 -2.15
N 4.52 2.58 -2.79
C 3.13 0.65 -1.88
C 3.90 -0.44 -2.26
C 3.47 -1.72 -1.86
C 2.32 -1.86 -1.14
N 1.52 -0.82 -0.77
C 1.94 0.44 -1.15
C 1.13 1.52 -0.74
N 0.00 1.20 -0.06
C -0.70 2.18 0.48
C -0.40 3.52 0.31
C 0.68 3.88 -0.47
C 1.48 2.87 -0.99
H 8.60 9.49 -5.35
H 7.75 9.34 -3.79
H 6.83 9.28 -5.31
H 8.26 5.12 -5.01
H 6.71 3.44 -4.10
H 4.18 6.56 -2.67
H 5.73 8.25 -3.58
H 5.29 2.09 -3.20
H 4.82 -0.32 -2.81
H 4.05 -2.60 -2.11
H 2.03 -2.84 -0.79
H -1.56 1.88 1.06
H -1.02 4.27 0.79
H 0.94 4.91 -0.66
C -3.29 -7.82 1.41
O -3.41 -6.41 1.31
C -2.71 -5.78 0.34
C -2.04 -6.46 -0.69
C -1.30 -5.73 -1.58
C -1.19 -4.34 -1.49
C -0.26 -3.59 -2.30
C 0.51 -4.25 -3.42
O -0.05 -2.41 -2.10
C -1.95 -3.67 -0.50
O -1.99 -2.35 -0.44
C -2.70 -4.40 0.41
H -3.82 -8.10 2.32
H -2.25 -8.13 1.48
H -3.76 -8.33 0.56
H -2.09 -7.54 -0.79
H -0.75 -6.25 -2.36
H -0.15 -4.76 -4.11
H 1.20 -4.99 -3.00
H 1.08 -3.49 -3.94
H -3.24 -3.89 1.19
O 3.98 -3.13 3.68
C 3.05 -2.74 3.05
C 2.48 -1.30 3.06
O 2.94 -0.36 3.63
C 1.32 -1.38 2.15
C 1.19 -2.63 1.61
O 0.26 -2.76 0.68
C 2.21 -3.56 2.06
O 2.42 -4.70 1.72
O 0.51 -0.47 1.72
C -1.74 1.19 7.66
C -2.16 1.21 6.21
C -1.69 2.22 5.38
C -2.09 2.28 4.05
C -2.97 1.35 3.54
C -3.43 0.31 4.35
N -4.36 -0.65 3.91
C -4.93 -0.82 2.65
C -6.31 -1.03 2.57
C -6.95 -1.21 1.37
C -6.22 -1.18 0.18
C -4.85 -1.00 0.24
C -4.19 -0.86 1.46
C -2.70 -0.83 1.39
O -1.94 -1.52 2.06
O -2.19 -0.05 0.48
C -3.01 0.23 5.69
C -3.49 -0.93 6.53
H -1.20 2.10 7.90
H -1.07 0.35 7.86
H -2.59 1.11 8.33
H -1.01 2.96 5.77
H -1.72 3.08 3.42
H -3.33 1.44 2.53
H -4.94 -0.99 4.66
H -6.88 -1.03 3.49
H -8.02 -1.36 1.35
H -6.72 -1.29 -0.78
H -4.25 -1.02 -0.66
H -3.34 -1.87 6.00
H -4.55 -0.84 6.78
H -2.94 -0.99 7.47
C -1.74 1.13 -4.07
S -1.08 -0.38 -3.37
C -2.49 -1.43 -3.73
O -1.20 -0.07 -1.88
H -1.84 1.01 -5.15
H -1.01 1.91 -3.84
H -2.69 1.35 -3.59
H -2.57 -1.52 -4.82
H -3.38 -0.97 -3.30
H -2.32 -2.41 -3.29
```

Results
- frontier orbital gap (spin up / spin down) (eV) = 4.89 / 7.04
- HOMO (spin up / spin down) (eV) = -5.416 / -7.420
- calculated total energy (eV) = -98267.987
- multiplicity = 3
- M (g/mol) = 1133.835

---

Entry from OMol25: a cluster of 2 separate species, C26H42N3O7P in total in a non-equilibrium geometry (ωB97M-V/def2-TZVPD).

XYZ file:
```
79
C26H42N3O7P (ωB97M-V/def2-TZVPD)
C 1.18 -2.60 3.43
C 1.67 -2.44 1.97
C 1.68 -0.99 1.51
O 0.35 -0.55 1.32
C 0.18 0.88 1.30
C 1.25 1.66 0.64
C 2.24 2.29 1.32
C 3.30 2.99 0.62
C 4.35 3.60 1.35
O 5.24 4.31 0.91
O 4.40 3.29 2.72
C 3.22 3.00 -0.83
N 4.24 3.72 -1.53
C 2.24 2.34 -1.50
C 2.08 2.25 -2.98
C 2.54 0.93 -3.64
C 1.49 -0.18 -3.70
C 1.33 -0.96 -2.37
C 1.30 -2.50 -2.52
C 0.45 -3.13 -1.40
C -0.93 -3.60 -1.88
C -1.93 -2.46 -2.06
C -2.63 -2.05 -0.74
C -4.16 -2.12 -0.87
C -4.83 -1.23 0.17
C -6.34 -1.18 -0.02
N -6.95 -0.05 0.66
C -6.68 1.27 0.43
C -7.43 2.05 1.27
C -8.21 1.15 2.03
C -7.90 -0.12 1.65
N 1.23 1.68 -0.75
H 1.97 -3.07 4.02
H 0.98 -1.61 3.83
H 0.29 -3.21 3.46
H 1.12 -3.06 1.27
H 2.71 -2.75 1.90
H 2.15 -0.41 2.30
H 2.27 -0.93 0.60
H -0.74 1.03 0.72
H -0.02 1.27 2.30
H 2.21 2.23 2.39
H 3.57 3.56 3.12
H 5.11 3.59 -1.02
H 4.38 3.28 -2.43
H 1.04 2.48 -3.27
H 2.67 3.04 -3.43
H 3.46 0.58 -3.19
H 2.79 1.18 -4.67
H 0.54 0.26 -3.99
H 1.75 -0.90 -4.48
H 2.11 -0.65 -1.68
H 0.39 -0.68 -1.92
H 0.92 -2.80 -3.49
H 2.31 -2.86 -2.38
H 0.97 -3.96 -0.92
H 0.27 -2.40 -0.61
H -0.82 -4.16 -2.81
H -1.32 -4.30 -1.13
H -1.46 -1.58 -2.49
H -2.69 -2.80 -2.77
H -2.34 -1.04 -0.48
H -2.28 -2.70 0.06
H -4.46 -3.16 -0.72
H -4.43 -1.81 -1.88
H -4.45 -0.22 0.04
H -4.56 -1.57 1.17
H -6.83 -2.08 0.34
H -6.55 -1.05 -1.08
H -5.96 1.55 -0.31
H -7.43 3.12 1.31
H -8.92 1.43 2.79
H -8.31 -1.04 2.01
H 0.47 1.21 -1.20
O 8.07 4.09 3.27
P 7.83 3.15 4.45
O 6.85 3.74 5.46
O 9.17 2.93 5.14
O 7.25 1.84 3.91
```

Results
- frontier orbital gap (eV) = 2.26
- HOMO (eV) = 0.521
- calculated total energy (eV) = -55732.091
- multiplicity = 1
- charge = -2
- M (g/mol) = 539.610

---

Entry from OMol25: a cluster of 2 separate species, C2H6OS2 in total (ωB97M-V/def2-TZVPD).

XYZ file:
```
11
C2H6OS2 (ωB97M-V/def2-TZVPD)
C -1.36 -0.36 0.00
C -0.18 0.00 -0.89
O 4.21 -0.44 1.93
S 1.28 -0.99 -0.55
S 2.90 0.49 1.79
H -1.16 -0.09 1.03
H -2.25 0.17 -0.34
H -1.56 -1.43 -0.05
H 0.09 1.05 -0.78
H -0.42 -0.19 -1.94
H 4.90 -0.17 1.30
```

Results
- frontier orbital gap (spin up / spin down) (eV) = 7.46 / 7.04
- HOMO (spin up / spin down) (eV) = -8.889 / -8.708
- calculated total energy (eV) = -25886.475
- multiplicity = 1
- M (g/mol) = 110.203

---

Entry from OMol25: the molecule C3H4OS2 in a non-equilibrium geometry (ωB97M-V/def2-TZVPD).

XYZ file:
```
10
C3H4OS2 (ωB97M-V/def2-TZVPD)
C -1.67 0.25 0.10
C 0.81 0.18 -0.11
C 2.02 -0.70 -0.27
H -2.04 0.83 1.06
H -1.39 1.05 -0.55
H -2.71 -0.19 -0.25
H 1.62 -1.77 -0.36
O 0.56 1.34 0.01
S -0.65 -0.89 0.17
S 3.46 -0.10 0.21
```

Results
- SMILES = CSC(=O)C=S
- frontier orbital gap (eV) = 7.41
- HOMO (eV) = -9.157
- calculated total energy (eV) = -26890.868
- multiplicity = 1
- M (g/mol) = 120.198

---

Entry from OMol25: a structure of composition C35H48CeO3P4 in a non-equilibrium geometry (ωB97M-V/def2-TZVPD).

XYZ file:
```
91
C35H48CeO3P4 (ωB97M-V/def2-TZVPD)
P 3.85 -0.26 -1.07
C 4.66 -0.17 0.55
H 5.70 -0.50 0.45
H 4.14 -0.81 1.28
H 4.62 0.87 0.90
C 4.25 -1.97 -1.61
H 3.78 -2.16 -2.59
H 3.84 -2.68 -0.89
H 5.34 -2.08 -1.69
C 4.94 0.75 -2.14
H 5.96 0.35 -2.09
H 4.91 1.79 -1.77
H 4.56 0.74 -3.17
P -1.18 3.69 -1.65
C -1.22 4.24 0.09
H -1.47 5.30 0.15
H -0.24 4.07 0.56
H -1.96 3.65 0.64
C -0.09 4.94 -2.41
H 0.12 4.65 -3.44
H 0.86 5.00 -1.86
H -0.60 5.91 -2.38
C -2.84 4.19 -2.23
H -2.85 5.27 -2.38
H -3.60 3.90 -1.50
H -3.05 3.68 -3.18
P -3.04 -2.66 -1.31
C -3.97 -2.99 0.22
H -4.67 -3.82 0.08
H -4.51 -2.07 0.49
H -3.26 -3.21 1.03
C -4.36 -2.65 -2.57
H -4.98 -3.55 -2.46
H -3.92 -2.60 -3.58
H -4.97 -1.75 -2.42
C -2.25 -4.28 -1.60
H -3.02 -5.06 -1.70
H -1.59 -4.50 -0.75
H -1.63 -4.23 -2.51
Ce -0.06 -0.09 -2.10
C 1.54 2.08 -1.17
O 2.14 2.87 -0.57
C -2.58 0.92 -1.32
O -3.51 1.19 -0.68
C -1.39 -0.19 -3.97
C -0.70 -1.42 -3.87
C 0.71 -1.43 -3.80
C 1.43 -0.21 -3.86
C 0.73 1.02 -3.97
C -0.68 1.03 -4.03
H -2.48 -0.15 -3.93
H -1.27 -2.34 -3.76
H 1.25 -2.35 -3.61
H 2.51 -0.20 -3.79
H 1.26 1.96 -3.95
H -1.21 1.97 -4.08
O -0.11 -0.39 0.27
P 0.03 -0.40 1.79
C -1.35 -1.20 2.62
C -2.64 -0.68 2.44
C -3.71 -1.15 3.21
C -3.51 -2.17 4.15
C -2.23 -2.72 4.31
C -1.16 -2.23 3.55
C 1.51 -1.30 2.28
C 2.30 -0.90 3.37
C 3.37 -1.69 3.80
C 3.66 -2.89 3.15
C 2.90 -3.28 2.05
C 1.84 -2.49 1.61
C 0.19 1.30 2.37
C -0.85 1.96 3.03
C -0.67 3.27 3.49
C 0.55 3.92 3.28
C 1.58 3.27 2.59
C 1.41 1.96 2.15
H -2.80 0.11 1.71
H -4.70 -0.71 3.06
H -4.35 -2.54 4.74
H -2.06 -3.53 5.02
H -0.16 -2.64 3.68
H 2.07 0.03 3.89
H 3.96 -1.36 4.66
H 4.47 -3.53 3.52
H 3.11 -4.22 1.53
H 1.24 -2.81 0.75
H -1.79 1.44 3.20
H -1.49 3.78 3.99
H 0.68 4.94 3.64
H 2.53 3.77 2.40
H 2.23 1.42 1.69
```

Results
- frontier orbital gap (spin up / spin down) (eV) = 3.56 / 3.54
- HOMO (spin up / spin down) (eV) = -18.599 / -18.599
- calculated total energy (eV) = -93257.683
- multiplicity = 1
- charge = +4
- M (g/mol) = 780.778

---

Entry from OMol25: the ion C6H14NO with charge +1 in a non-equilibrium geometry (ωB97M-V/def2-TZVPD).

XYZ file:
```
22
C6H14NO (ωB97M-V/def2-TZVPD)
C -1.07 -2.06 0.91
O -2.30 -2.08 -0.03
C -0.49 -0.70 0.34
C 0.76 -0.16 0.80
C 0.53 1.28 0.87
C 1.59 2.20 -1.33
C 0.63 2.18 -0.42
N -0.21 -0.79 -1.24
H -1.59 -2.12 1.89
H -0.56 -3.00 0.71
H -3.09 -2.00 0.49
H -1.48 0.07 0.23
H 1.60 -0.47 0.22
H 0.74 -0.55 1.88
H 1.54 1.76 1.34
H -0.22 1.64 1.70
H 1.73 3.00 -2.05
H 2.45 1.49 -1.35
H -0.19 2.89 -0.46
H 0.56 -1.49 -1.34
H 0.16 0.08 -1.50
H -1.09 -1.17 -1.68
```

Results
- SMILES = C=CCC[C@@H]([NH3+])CO
- frontier orbital gap (eV) = 10.52
- HOMO (eV) = -13.499
- calculated total energy (eV) = -9976.846
- multiplicity = 1
- charge = +1
- M (g/mol) = 116.184

---

Entry from OMol25: a structure of composition C9H20CuNO4P in a non-equilibrium geometry (ωB97M-V/def2-TZVPD).

XYZ file:
```
36
C9H20CuNO4P (ωB97M-V/def2-TZVPD)
C 2.26 1.42 1.69
C 3.46 0.92 0.69
C 2.97 0.28 -0.74
C 2.28 -1.21 -0.62
C 0.77 -1.18 0.07
C -0.30 -2.07 -0.79
C -1.65 -2.48 0.05
C -1.91 -1.62 1.41
O -2.07 -0.17 1.22
C -2.92 0.16 0.06
O -4.25 0.06 0.07
O -2.20 0.63 -1.17
P -2.33 2.36 -1.28
N -1.95 3.18 0.26
O -1.09 2.81 -2.46
H 1.27 1.74 1.11
H 1.94 0.46 2.32
H 2.59 2.22 2.48
H 4.10 1.90 0.40
H 4.18 0.24 1.31
H 3.94 0.14 -1.41
H 2.29 1.06 -1.32
H 2.95 -2.02 -0.11
H 2.09 -1.58 -1.74
H 0.38 -0.05 0.16
H 0.92 -1.67 1.15
H -0.56 -1.55 -1.83
H 0.27 -3.07 -1.09
H -1.49 -3.61 0.40
H -2.55 -2.50 -0.70
H -1.07 -1.87 2.22
H -2.94 -2.01 1.87
H -1.70 2.51 1.02
H -1.12 3.81 0.16
H -1.53 3.14 -3.30
Cu -5.05 -0.38 -1.55
```

Results
- frontier orbital gap (spin up / spin down) (eV) = 6.12 / 3.01
- HOMO (spin up / spin down) (eV) = -15.287 / -15.286
- calculated total energy (eV) = -73241.131
- multiplicity = 2
- charge = +2
- M (g/mol) = 300.782

---

Q: Look up the multiplicity of the eighth one.
A: 1

---

Q: The highest M belongs to which entry?
A: C51H43N5O12SW